Entry 1:
An isolated molecule of C22H24N6O at a distorted geometry, computed with ωB97M-V/def2-TZVPD.

Atoms and positions in Å:
C: -3.243 -2.147 0.341
N: -2.950 -1.260 -0.756
C: -4.091 -0.528 -1.272
C: -4.608 0.477 -0.276
C: -3.729 1.382 0.307
C: -4.186 2.308 1.228
C: -5.527 2.342 1.573
C: -6.408 1.445 0.995
C: -5.949 0.514 0.078
C: -1.727 -0.972 -1.250
O: -1.583 -0.159 -2.158
C: -0.535 -1.641 -0.681
N: -0.504 -2.886 -0.140
C: 0.754 -3.119 0.176
C: 1.343 -4.251 0.759
C: 2.689 -4.250 0.987
C: 3.470 -3.126 0.638
C: 2.896 -2.029 0.075
N: 1.559 -2.027 -0.152
C: 0.738 -1.090 -0.707
C: 1.218 0.238 -1.172
N: 1.487 1.104 -0.028
C: 1.775 2.471 -0.371
C: 3.097 2.689 -1.150
N: 4.222 2.236 -0.384
C: 5.148 2.981 0.249
C: 5.990 2.110 0.903
C: 5.479 0.843 0.608
N: 4.412 0.935 -0.166
H: -3.581 -1.575 1.210
H: -4.043 -2.831 0.045
H: -2.360 -2.726 0.594
H: -3.751 -0.012 -2.176
H: -4.880 -1.239 -1.540
H: -2.684 1.358 0.032
H: -3.494 3.006 1.676
H: -5.884 3.065 2.291
H: -7.455 1.467 1.261
H: -6.641 -0.187 -0.368
H: 0.712 -5.087 1.007
H: 3.169 -5.107 1.434
H: 4.533 -3.135 0.819
H: 3.455 -1.147 -0.205
H: 2.104 0.088 -1.813
H: 0.424 0.692 -1.768
H: 2.255 0.720 0.516
H: 0.950 2.854 -0.977
H: 1.819 3.044 0.561
H: 3.228 3.749 -1.371
H: 3.061 2.129 -2.089
H: 5.148 4.050 0.187
H: 6.845 2.350 1.501
H: 5.838 -0.117 0.922

As for the HOMO energy: -7.99 eV. As for the frontier orbital gap: 8.7 eV. Its net charge is 0. As for the SMILES: CN(Cc1ccccc1)C(=O)c1nc2ccccn2c1CNCCn1cccn1.

Atom charges from the Löwdin analysis, given in e for atoms 1 to 8: C -0.033; N -0.086; C -0.108; C -0.213; C -0.029; C -0.080; C -0.098; C -0.089

---

Entry 2:
An isolated molecule of C2H3NO2S2 at a distorted geometry, computed with ωB97M-V/def2-TZVPD.

Atoms and positions in Å:
O: -0.975 1.244 0.832
N: -1.389 0.161 0.478
O: -2.545 -0.235 0.628
C: -0.495 -0.727 -0.184
S: -1.037 -1.650 -1.391
C: 1.163 -0.318 0.137
S: 1.616 1.035 -1.052
H: 1.951 -1.066 0.034
H: 1.342 0.019 1.140
H: 0.367 1.536 -0.624

As for the HOMO energy: -9.50 eV. As for the frontier orbital gap: 7.2 eV. Its net charge is 0. As for the SMILES: O=[N+]([O-])C(=S)CS.

Atom charges from the Löwdin analysis, given in e for atoms 1 to 8: O 0.050; N -0.451; O 0.059; C -0.681; S 0.853; C -0.478; S 0.660; H 0.051

---

Entry 3:
A cluster of 11 separate species, C4H29NO11S in total at a distorted geometry, computed with ωB97M-V/def2-TZVPD.

Atoms and positions in Å:
N: -0.651 -1.216 0.409
C: -1.056 0.133 -0.095
C: -0.566 1.244 0.829
O: 0.239 1.035 1.653
C: -0.310 0.513 -1.500
C: -1.395 0.136 -2.463
S: -0.936 0.477 -4.139
H: 0.062 -1.688 -0.070
H: -0.556 -1.249 1.394
H: -2.212 0.184 -0.339
H: -0.855 2.372 0.664
H: -0.267 1.609 -1.661
H: 0.607 0.022 -1.693
H: -2.365 0.467 -2.128
H: -1.599 -0.999 -2.298
H: -1.026 1.889 -3.973
O: 4.180 -1.316 -1.317
H: 4.713 -0.620 -0.896
H: 3.290 -0.877 -1.421
O: -1.954 3.546 -2.441
H: -2.664 2.917 -2.505
H: -1.732 3.866 -1.634
O: 1.784 -2.497 2.525
H: 2.168 -2.567 1.636
H: 1.046 -3.046 2.563
O: -3.959 -0.349 1.442
H: -3.511 -1.183 1.159
H: -3.761 -0.415 2.327
O: -3.815 1.641 -0.315
H: -3.716 0.978 0.427
H: -4.738 1.571 -0.497
O: 3.236 0.239 2.907
H: 2.736 -0.493 2.522
H: 3.247 0.060 3.835
O: 2.522 0.683 -0.719
H: 2.496 1.385 -1.339
H: 2.803 1.275 0.111
O: 2.458 -2.614 0.080
H: 2.961 -1.851 -0.234
H: 3.133 -3.251 0.190
O: -2.777 -2.872 1.157
H: -1.983 -2.436 0.779
H: -3.124 -3.568 0.605
O: 2.756 2.383 1.167
H: 3.273 2.082 1.821
H: 1.818 2.400 1.475

As for the HOMO energy: -8.95 eV. As for the frontier orbital gap: 9.3 eV. Its net charge is 0. As for the SMILES: N[C@@H](C=O)CCS.O.O.O.O.O.O.O.O.O.O.

Atom charges from the Löwdin analysis, given in e for atoms 1 to 8: N 0.073; C -0.267; C -0.245; O 0.059; C -0.219; C -0.683; S 0.717; H 0.059

---

Entry 4:
A structure of composition C4H8O3Pm at a distorted geometry, computed with ωB97M-V/def2-TZVPD.

Atoms and positions in Å:
H: -5.219 -0.548 1.276
C: -4.681 1.287 0.310
H: -4.200 1.716 1.194
H: -4.734 1.890 -0.601
C: -5.320 0.069 0.380
H: -5.814 -0.340 -0.504
H: -5.954 1.167 0.694
O: -1.390 0.288 -0.697
C: -0.869 -0.763 -1.249
O: -0.352 -1.600 -0.499
Pm: 0.308 -2.308 1.788
O: -1.010 -0.858 -2.511
C: -0.536 -2.056 -3.185
H: 0.528 -2.192 -2.969
H: -1.129 -2.910 -2.846
H: -0.698 -1.859 -4.245

As for the HOMO energy (spin up / spin down): -25.90 / -26.78 eV. As for the frontier orbital gap (spin up / spin down): 3.5 / 8.1 eV. Its net charge is +4. Its spin multiplicity is 6.

Atom charges from the Löwdin analysis, given in e for atoms 1 to 8: H 0.130; C 0.104; H 0.134; H 0.145; C 0.093; H 0.142; H 0.253; O 0.388

---

Entry 5:
A structure of composition C19H39HfN2O11 at a distorted geometry, computed with ωB97M-V/def2-TZVPD.

Atoms and positions in Å:
Hf: 4.382 -0.350 -0.474
N: 1.498 0.436 -0.800
O: 2.155 0.567 0.254
O: 0.327 0.675 -0.971
O: 2.298 0.073 -1.629
C: 1.176 2.656 -3.607
N: -0.158 3.144 -3.285
O: -1.125 2.795 -3.952
O: -0.249 4.023 -2.444
H: 1.776 2.657 -2.697
H: 1.657 3.364 -4.282
H: 1.074 1.595 -3.832
C: -1.155 -4.985 4.427
O: -2.311 -4.923 3.505
C: -2.018 -5.167 2.090
C: -1.249 -4.122 1.305
O: -1.944 -2.917 0.904
C: -1.315 -2.219 -0.152
H: -1.542 -4.633 5.383
H: -0.295 -4.352 4.209
H: -0.712 -5.975 4.532
H: -2.922 -5.397 1.526
H: -1.406 -6.063 1.989
H: -0.934 -4.584 0.370
H: -0.351 -3.753 1.799
H: -1.842 -1.276 -0.296
H: -1.502 -2.809 -1.049
H: -0.248 -2.035 -0.028
C: 0.732 3.489 4.751
O: 1.164 4.283 3.645
C: 2.555 4.008 3.347
C: 2.856 4.211 1.787
O: 2.401 5.548 1.492
C: 2.414 5.885 0.066
H: 0.651 2.458 4.408
H: -0.267 3.859 4.982
H: 1.372 3.631 5.622
H: 2.875 3.007 3.638
H: 3.110 4.702 3.979
H: 2.518 3.387 1.159
H: 3.908 4.319 1.521
H: 2.047 6.880 -0.183
H: 1.857 5.163 -0.531
H: 3.392 5.968 -0.408
C: -1.951 -3.182 -6.610
O: -0.976 -2.301 -7.322
C: -1.136 -0.929 -7.165
C: -0.804 -0.449 -5.753
O: -1.699 -1.067 -4.875
C: -1.573 -0.640 -3.505
H: -1.726 -4.172 -7.007
H: -2.976 -2.945 -6.894
H: -1.838 -3.209 -5.527
H: -2.110 -0.651 -7.568
H: -0.483 -0.474 -7.909
H: -0.717 0.637 -5.722
H: 0.202 -0.823 -5.565
H: -0.596 -1.010 -3.194
H: -2.166 -1.310 -2.883
H: -1.869 0.397 -3.348
C: -0.910 0.160 2.963
C: -1.453 0.463 4.204
C: -0.866 -0.109 5.351
C: 0.182 -1.026 5.200
C: 0.711 -1.314 3.899
C: 0.097 -0.754 2.793
H: -1.219 0.653 2.053
H: -2.240 1.196 4.306
H: -1.195 0.131 6.351
H: 0.608 -1.541 6.048
H: 1.497 -2.045 3.786
H: 0.555 -0.911 1.828

As for the HOMO energy: -15.78 eV. As for the frontier orbital gap: 1.4 eV. Its net charge is +3.

Atom charges from the Löwdin analysis, given in e for atoms 1 to 8: Hf 1.868; N -0.572; O -0.231; O 0.169; O -0.241; C 0.032; N -0.436; O 0.071

---

Entry 6:
A cluster of 2 separate species, C6H10 in total, computed with ωB97M-V/def2-TZVPD.

Atoms and positions in Å:
C: -0.635 0.206 1.339
C: 0.112 1.219 0.943
C: -0.025 1.450 -0.550
C: 0.271 0.073 -1.203
C: -0.556 -1.100 -0.632
C: -1.208 -0.789 0.690
H: 0.914 1.665 1.521
H: -1.032 1.777 -0.812
H: 0.683 2.198 -0.922
H: 1.333 -0.143 -1.064
H: 0.103 0.140 -2.284
H: -1.390 -1.340 -1.294
H: 0.038 -2.005 -0.562
H: -2.150 -1.276 0.904
H: 2.135 -1.134 1.975
H: 1.406 -0.940 1.951

As for the HOMO energy: -8.47 eV. As for the frontier orbital gap: 9.0 eV. Its net charge is 0. As for the SMILES: C1=CCCCC=1.[H][H].

Atom charges from the Löwdin analysis, given in e for atoms 1 to 8: C -0.082; C -0.131; C -0.187; C -0.185; C -0.196; C -0.116; H 0.092; H 0.112